(1)
DFT (wB97M-V/def2-TZVPD) results for an isolated molecule of C10H20N2O3S.

The geometry in XYZ format:
```
36
Properties=species:S:1:pos:R:3:forces:R:3
C 0.367238 -1.221194 0.050329 -2.3 5.0 -2.6
C -1.163269 -1.297281 -0.563898 0.8 -2.7 -3.4
C 1.215836 -2.391834 0.063735 -0.7 -4.3 -1.3
C 2.459719 -2.263077 0.945861 1.2 -2.1 2.2
C 3.360242 -1.711459 -1.755359 -0.9 2.1 -0.3
C -1.230584 1.151016 -0.237349 -0.4 -0.5 1.2
C -1.261657 1.547824 1.296531 0.6 3.8 -0.4
C -1.845713 2.165706 -1.117647 0.3 1.1 0.1
C -1.151466 3.425136 -1.138324 2.7 5.4 -4.1
C -3.122171 2.617876 -0.516740 -5.5 -1.2 3.4
H 0.154556 -1.360432 1.843654 -0.1 0.7 1.7
H 1.039516 0.002835 1.594685 0.8 0.2 0.2
H 0.777921 -0.453458 -0.649882 0.0 -0.5 0.1
H 1.654560 -2.748581 -1.084331 -2.2 0.5 3.9
H 0.370258 -3.185213 0.360417 2.5 0.7 -0.2
H 2.754798 -3.376770 1.379515 -0.5 2.8 -1.4
H 2.417451 -1.634365 1.918324 -0.5 -1.0 -1.7
H 2.116306 -1.752384 -1.890192 4.1 0.6 -0.1
H 3.772201 -0.790093 -2.403160 -0.8 -2.3 1.5
H 3.827675 -2.679144 -1.970106 -0.4 0.4 -0.6
H -2.695930 -0.199385 -1.114221 -1.3 0.6 -0.7
H -0.178114 1.109477 -0.326799 1.0 0.0 -1.0
H -1.810107 1.951719 -2.202282 -0.6 -1.3 0.8
H -0.050213 3.546001 -1.592200 -2.0 -0.9 1.5
H -1.271355 4.140663 -0.283751 0.1 -0.9 -0.8
H -1.735232 3.820835 -2.117999 1.3 0.6 2.4
H -3.643681 3.632185 -0.804285 1.7 -1.8 0.5
H -2.980274 2.514662 0.768733 -0.9 1.2 -4.2
H -4.035543 1.870539 -0.672859 1.8 1.1 0.2
H -2.202716 0.071290 1.779922 -0.8 1.3 0.6
N 0.215276 -0.489023 1.325269 -0.9 -2.4 -0.3
N -1.844517 -0.062994 -0.646297 2.8 -4.4 2.1
O -1.531180 -2.336818 -1.248005 1.0 4.1 3.3
O -0.588734 2.547175 1.625388 -1.8 -3.3 -0.5
O -2.262212 1.036429 2.064200 1.6 -2.0 -0.6
S 3.900660 -1.420426 0.063656 -1.8 -0.4 -1.3
```
Forces are in eV/Å.

Output
- Energy relative to the best compared isomer or geometry (same formula, charge and spin): 694.8 kJ/mol
- Structure (SMILES): CSCC[C@H](N)C(=O)N[C@H](C(=O)O)C(C)C
- E_tot: -1126.2407 Ha
- Gap between HOMO and LUMO: 9.4 eV

natural (NBO) analysis output, partial charges in e: atom 1 (C): -0.15, atom 2 (C): 0.68, atom 3 (C): -0.48, atom 4 (C): -0.54, atom 5 (C): -0.74, atom 6 (C): -0.14, atom 7 (C): 0.82, atom 8 (C): -0.33, atom 9 (C): -0.58, atom 10 (C): -0.63, atom 11 (H): 0.36, atom 12 (H): 0.38, atom 13 (H): 0.20, atom 14 (H): 0.26, atom 15 (H): 0.25, atom 16 (H): 0.23, atom 17 (H): 0.23, atom 18 (H): 0.22, atom 19 (H): 0.25, atom 20 (H): 0.22, atom 21 (H): 0.42, atom 22 (H): 0.22, atom 23 (H): 0.23, atom 24 (H): 0.21, atom 25 (H): 0.24, atom 26 (H): 0.19, atom 27 (H): 0.24, atom 28 (H): 0.24, atom 29 (H): 0.20, atom 30 (H): 0.50, atom 31 (N): -0.83, atom 32 (N): -0.63, atom 33 (O): -0.63, atom 34 (O): -0.60, atom 35 (O): -0.69, atom 36 (S): 0.14

=====

(2)
DFT (wB97M-V/def2-TZVPD) results for an isolated molecule of C10H20N2O4.

The geometry in XYZ format:
```
36
Properties=species:S:1:pos:R:3:forces:R:3
C -1.814698 -1.358342 0.228678 -0.5 1.4 2.2
C -0.476716 -1.205878 -0.415665 -1.0 0.1 2.4
C -2.953836 -0.801452 -0.618777 0.6 2.2 0.4
C -4.240888 -0.545953 0.114353 -0.3 1.3 1.7
C 1.787290 -0.580073 -0.262617 -0.7 1.7 2.0
C 2.835693 -1.519905 0.197825 -1.0 1.0 -1.2
C 2.099479 1.038991 -0.034170 2.1 -1.7 0.2
C 3.369736 1.244425 -0.943306 -4.4 1.9 -0.3
C 0.862568 1.830583 -0.433503 -0.1 -0.3 1.2
C 0.237600 2.433361 0.826028 -1.9 0.4 0.1
H -2.097601 0.156250 1.725010 -1.2 2.6 0.0
H -1.662124 -1.266727 2.392310 -0.3 -0.2 -0.4
H -1.904888 -2.402025 0.412048 -0.5 -1.1 0.0
H -3.129353 -1.439429 -1.424290 -0.1 -1.2 -1.5
H -1.760344 0.356823 -1.611501 0.9 0.0 -0.9
H -4.178646 0.520239 0.582924 -0.2 -1.7 -1.0
H -5.136683 -0.585584 -0.562445 0.9 -0.2 0.9
H -4.249310 -1.204787 1.018438 -0.7 0.2 -0.9
H 0.285207 -0.705216 1.337957 0.4 -0.1 -0.5
H 1.589815 -0.907379 -1.250786 0.1 0.8 -1.5
H 2.385337 1.264614 1.084106 -0.5 -0.8 -2.1
H 3.039832 1.041490 -1.959920 0.2 0.3 -0.3
H 3.829543 2.193167 -0.829717 0.1 1.1 -0.1
H 4.046036 0.571110 -0.694230 3.2 -3.2 1.1
H 0.239721 1.061357 -0.796598 -1.2 -0.2 -1.0
H 1.002229 2.625305 -1.177039 0.2 -0.4 0.1
H -0.883980 2.729549 0.704878 2.1 0.2 -0.3
H 0.943398 3.258118 1.018489 -0.9 0.1 0.8
H 0.106398 1.758782 1.708429 0.9 0.2 -0.7
H 3.503326 -3.190747 -0.114937 0.5 -0.7 0.1
N -1.754231 -0.715978 1.552359 1.1 -2.8 0.2
N 0.543760 -0.993065 0.389398 1.4 0.8 1.9
O -0.322579 -1.273661 -1.574971 -0.3 -0.6 -5.5
O -2.556751 0.512742 -1.128370 -0.9 -0.7 0.8
O 3.608434 -1.239784 1.037871 2.1 -0.3 2.0
O 2.807215 -2.660938 -0.498245 -0.1 -0.1 0.0
```
Forces are in eV/Å.

Output
- Energy relative to the best compared isomer or geometry (same formula, charge and spin): 266.7 kJ/mol
- Structure (SMILES): CC[C@H](C)[C@H](NC(=O)[C@@H](N)[C@@H](C)O)C(=O)O
- E_tot: -803.4747 Ha
- Gap between HOMO and LUMO: 9.9 eV

natural (NBO) analysis output, partial charges in e: atom 1 (C): -0.15, atom 2 (C): 0.67, atom 3 (C): 0.08, atom 4 (C): -0.63, atom 5 (C): -0.18, atom 6 (C): 0.79, atom 7 (C): -0.17, atom 8 (C): -0.60, atom 9 (C): -0.42, atom 10 (C): -0.62, atom 11 (H): 0.38, atom 12 (H): 0.38, atom 13 (H): 0.22, atom 14 (H): 0.18, atom 15 (H): 0.48, atom 16 (H): 0.22, atom 17 (H): 0.23, atom 18 (H): 0.22, atom 19 (H): 0.43, atom 20 (H): 0.26, atom 21 (H): 0.22, atom 22 (H): 0.20, atom 23 (H): 0.21, atom 24 (H): 0.20, atom 25 (H): 0.20, atom 26 (H): 0.21, atom 27 (H): 0.22, atom 28 (H): 0.21, atom 29 (H): 0.20, atom 30 (H): 0.49, atom 31 (N): -0.89, atom 32 (N): -0.62, atom 33 (O): -0.65, atom 34 (O): -0.73, atom 35 (O): -0.59, atom 36 (O): -0.67

=====

(3)
DFT (wB97M-V/def2-TZVPD) results for a cluster of 2 separate species, C10H20N2Si in total.

The geometry in XYZ format:
```
33
Properties=species:S:1:pos:R:3:forces:R:3
C -2.095712 -4.415051 -1.849477 -0.8 1.8 -1.4
C -1.639120 -3.125064 -1.554634 -0.5 -3.3 -0.7
C -0.589282 -4.750246 -0.463176 -0.7 0.9 -1.1
C -1.784611 3.556948 0.302748 -2.3 -2.1 2.5
C 0.650758 3.607340 0.599273 0.7 -2.4 1.9
C -0.249790 1.953061 -1.207095 0.2 4.7 0.4
C 2.434823 -3.041609 -0.468407 -0.9 2.5 -0.1
C 0.644870 -1.934093 1.770376 -1.6 -1.1 -0.3
C -0.600975 1.538106 1.277769 -0.6 0.5 -2.5
C -0.550707 2.618335 0.234857 1.3 2.0 -0.5
N -1.441331 -5.390374 -1.199680 -0.4 -0.3 0.3
N -0.620106 -3.394442 -0.679602 1.1 0.8 1.5
Si 0.644631 -2.282369 -0.111065 1.1 1.0 0.7
H -2.829376 -4.644901 -2.596640 -0.4 -0.1 -0.1
H -1.940970 -2.219885 -2.034276 0.3 0.5 0.3
H -0.069526 -5.220883 0.295055 1.5 -0.5 1.3
H -1.852315 4.501435 -0.199508 0.5 0.2 -0.8
H -1.970314 3.799255 1.392606 0.7 0.1 -0.9
H -2.731417 2.958042 0.175854 0.8 0.6 -0.7
H 0.586812 4.172219 1.592328 -0.3 -1.0 -1.2
H 1.561451 2.934333 0.654668 -0.7 1.0 0.0
H 0.813805 4.313357 -0.161266 0.1 0.9 -1.1
H 0.095006 1.052512 -0.846558 1.2 -2.4 -0.7
H -1.171238 1.976824 -1.710482 -1.4 -0.9 -0.7
H 0.407620 2.619194 -1.942115 -0.7 -1.6 2.0
H 2.860782 -2.561408 -1.407406 -0.1 -0.5 1.5
H 3.040764 -3.020085 0.462042 -0.1 0.4 -0.8
H 2.228820 -4.033637 -0.687069 -0.2 -2.2 -0.6
H -0.238487 -1.661375 2.366927 0.0 0.2 -0.8
H 0.872246 -2.906291 2.176122 0.4 -0.8 0.3
H 1.432431 -1.300066 2.050221 1.2 1.0 0.1
H -0.170650 1.799340 2.166401 1.0 0.4 2.4
H -1.101958 0.597050 1.210129 -0.4 -0.3 -0.4
```
Forces are in eV/Å.

Output
- Energy relative to the best compared isomer or geometry (same formula, charge and spin): 653.5 kJ/mol
- E_tot: -791.7916 Ha
- Gap between HOMO and LUMO (alpha / beta): 4.0 / 3.2 eV

natural (NBO) analysis output, partial charges in e: atom 1 (C): -0.09, atom 2 (C): -0.11, atom 3 (C): 0.15, atom 4 (C): -0.62, atom 5 (C): -0.60, atom 6 (C): -0.61, atom 7 (C): -1.09, atom 8 (C): -1.12, atom 9 (C): -0.26, atom 10 (C): -0.13, atom 11 (N): -0.44, atom 12 (N): -0.75, atom 13 (Si): 1.35, atom 14 (H): 0.20, atom 15 (H): 0.23, atom 16 (H): 0.19, atom 17 (H): 0.22, atom 18 (H): 0.21, atom 19 (H): 0.21, atom 20 (H): 0.21, atom 21 (H): 0.20, atom 22 (H): 0.21, atom 23 (H): 0.22, atom 24 (H): 0.21, atom 25 (H): 0.21, atom 26 (H): 0.25, atom 27 (H): 0.24, atom 28 (H): 0.23, atom 29 (H): 0.25, atom 30 (H): 0.23, atom 31 (H): 0.24, atom 32 (H): 0.17, atom 33 (H): 0.19